{
  "formula": "C15H18",
  "method": "ωB97M-V with the def2-TZVPD basis set",
  "elements": ["C", "C", "C", "C", "C", "C", "C", "C", "H", "H", "H", "H", "H", "H", "H", "H", "H", "H", "C", "C", "C", "C", "C", "C", "C", "H", "H", "H", "H", "H", "H", "H", "H"],
  "positions_angstrom": [[-0.91515, 1.85548, 1.55768], [-0.55610, 2.62912, 2.83351], [0.26570, 1.40921, 0.74791], [0.33796, 1.80709, -0.58354], [1.17629, 0.49554, 1.27528], [1.46734, 1.43713, -1.36181], [2.35705, 0.18807, 0.52144], [2.46904, 0.64838, -0.76778], [-1.49447, 0.98284, 1.86125], [-1.57647, 2.50457, 0.98446], [0.02654, 3.52215, 2.57817], [-0.55985, 2.20612, -1.04984], [1.16492, 0.19973, 2.31460], [1.63613, 1.81775, -2.35787], [3.13774, -0.41274, 0.98022], [3.34199, 0.41343, -1.37373], [-0.00374, 2.03680, 3.55080], [-1.46184, 3.01216, 3.31849], [-2.38886, -1.50437, 1.15966], [-1.68839, -0.74212, -1.14343], [-1.42818, -1.51143, -0.00255], [-0.92681, -0.94383, -2.29574], [-0.25053, -2.23172, 0.06099], [0.22380, -1.72700, -2.24896], [0.59159, -2.33615, -1.05752], [-2.55202, -0.08298, -1.18258], [-1.20824, -0.52722, -3.25477], [-2.95726, -0.58162, 1.22701], [-1.86034, -1.61891, 2.11059], [-0.00806, -2.76142, 0.97701], [0.82463, -1.76217, -3.14550], [1.55796, -2.80406, -0.94952], [-3.10218, -2.32997, 1.06945]],
  "forces_ev_per_a": [[-0.1323, 0.0041, 0.6707], [-0.2120, 0.5996, -0.3097], [-0.8013, -0.0349, -0.6220], [0.3741, -0.5532, 0.0903], [1.3417, 0.3263, 0.0606], [-0.0117, -0.0655, 0.2738], [-0.6441, -0.1349, 0.2083], [0.0965, 0.2638, -0.3479], [-0.1208, -0.1364, -0.0088], [0.0137, -0.0847, -0.3299], [0.1532, -0.1936, 0.0342], [0.2474, 0.4709, 0.1008], [-0.2628, 0.0277, 0.1545], [-0.2206, -0.0174, -0.1755], [-0.0411, -0.0194, -0.1442], [0.0354, -0.0637, 0.1694], [0.1935, -0.1703, 0.1282], [-0.0018, -0.2103, 0.0579], [0.1766, -0.1635, 0.1349], [-0.6327, -0.3728, -0.2108], [0.1734, 0.6352, 0.2475], [0.6100, -0.3042, -0.2009], [-0.2134, -0.2550, -0.0463], [-0.5915, 0.5614, 0.0169], [0.3336, 0.0770, 0.1686], [-0.0238, -0.1289, 0.0867], [-0.0557, 0.3178, 0.0986], [-0.1016, 0.1456, -0.1477], [0.0196, -0.0655, -0.0633], [0.0398, 0.0294, -0.0203], [0.2367, -0.2572, -0.0046], [0.0628, -0.2402, -0.0880], [-0.0406, 0.0128, 0.0181]],
  "lowdin_charge": [-0.234, -0.122, -0.305, -0.105, -0.102, -0.147, -0.147, -0.176, 0.080, 0.097, 0.069, 0.087, 0.078, 0.061, 0.074, 0.080, 0.052, 0.056, -0.087, -0.098, -0.320, -0.136, -0.098, -0.142, -0.134, 0.091, 0.081, 0.055, 0.068, 0.096, 0.084, 0.076, 0.066],
  "charge": -1,
  "largest_force_ev_per_a": 1.38,
  "orbital_gap_ev": [3.084, 7.571],
  "multiplicity": 2,
  "e_above_lowest_kcal_mol": 0.0,
  "molar_mass_g_mol": 198.3,
  "homo_ev": [0.6473, -3.9684]
}



{
  "formula": "C15H18AsAuN3S",
  "method": "ωB97M-V with the def2-TZVPD basis set",
  "elements": ["Au", "N", "C", "C", "C", "C", "C", "C", "N", "C", "C", "C", "C", "N", "C", "C", "H", "H", "H", "H", "H", "H", "H", "H", "H", "C", "As", "C", "C", "S", "H", "H", "H", "H", "H", "H", "H", "H", "H"],
  "positions_angstrom": [[-1.21657, 0.20637, -2.47018], [1.35413, 0.12959, 4.14377], [1.04431, 0.18884, 5.50614], [1.73466, 0.46625, 6.66478], [1.10295, 0.29371, 7.93519], [-0.27541, -0.13391, 7.98836], [-0.97849, -0.23761, 6.82216], [-0.37068, -0.12917, 5.57147], [-0.87628, -0.26782, 4.33395], [0.11401, -0.05970, 3.48471], [-0.05976, -0.01647, 2.10249], [-1.40045, -0.08059, 1.62349], [-1.60904, -0.09291, 0.25039], [-0.61848, 0.11795, -0.57844], [0.69999, 0.07839, -0.23086], [1.05642, 0.04297, 1.11233], [2.14348, 0.57221, 3.61088], [2.66339, 1.05533, 6.65250], [1.74183, 0.60743, 8.76065], [-0.73702, -0.41006, 8.97235], [-2.05536, -0.53747, 6.76742], [-2.29506, -0.05034, 2.30109], [-2.57888, -0.15291, -0.19247], [1.31330, 0.23261, -1.14342], [2.12771, 0.07094, 1.34760], [0.69057, -1.33774, -5.18398], [-0.47746, -0.08360, -6.07701], [-1.25861, -0.66058, -7.88255], [0.52796, 1.43340, -6.87030], [-1.95697, 0.63003, -4.64325], [0.08868, -2.27984, -5.32643], [0.80021, -1.04933, -4.11801], [1.68588, -1.38014, -5.62485], [-2.31246, -0.94075, -7.75413], [-0.66242, -1.38326, -8.38891], [-1.23435, 0.27209, -8.52698], [1.35884, 0.94412, -7.31087], [0.81682, 2.01924, -5.97531], [-0.09140, 1.92275, -7.65377]],
  "forces_ev_per_a": [[0.0840, 0.4468, -2.1920], [-0.5193, 1.0990, -1.0259], [-1.6859, -0.6295, -0.7880], [0.2182, 0.9914, 1.9082], [-0.1801, 0.1280, -2.2891], [1.4196, 0.1440, 1.3493], [-1.9921, -1.1633, -0.6959], [2.7187, 0.5862, 0.8086], [-0.1123, 0.1583, -1.3046], [1.1168, -0.0813, 3.4880], [0.3285, -0.2363, -3.9174], [0.0878, 0.1008, 0.2509], [0.1102, 0.6782, 2.1364], [1.2423, -1.2113, -0.7689], [-0.9055, 1.0541, 0.2559], [-1.7609, -0.1806, 0.3259], [-1.0416, -0.7140, 1.3643], [-0.1003, -0.8451, -0.0888], [-0.6756, -0.3979, 0.2115], [0.4033, 0.6134, -1.1235], [1.0096, 0.3404, 0.4830], [1.3582, -0.3194, -0.5529], [-0.5430, -0.0215, 0.0942], [0.1953, -0.2933, 1.3484], [-0.6584, -0.1147, 0.2646], [-0.6600, -0.6302, -0.0268], [-0.4428, 1.2321, -1.4612], [-0.6800, 1.8068, 0.8233], [-1.1402, -0.2810, 1.5645], [0.0779, -0.3435, -0.3874], [1.0799, 0.6170, 0.5275], [-0.4150, -0.2275, -0.7224], [-0.2040, -0.1914, -0.2697], [0.4797, -0.2286, -0.0347], [0.3860, -0.8334, -0.0279], [-0.0189, -0.9834, 1.0151], [1.0331, -0.1738, -0.5224], [-0.0555, 0.2094, -1.0105], [0.4421, -0.1046, 0.9904]],
  "lowdin_charge": [0.525, 0.165, -0.177, -0.035, -0.044, -0.078, -0.038, -0.231, 0.181, -0.298, -0.094, 0.034, -0.156, -0.219, -0.117, 0.044, 0.174, 0.114, 0.102, 0.121, 0.132, 0.142, 0.096, 0.111, 0.113, -0.275, 0.792, -0.197, -0.243, 0.042, 0.061, 0.000, 0.039, 0.036, 0.020, 0.049, 0.016, 0.044, 0.051],
  "charge": 1,
  "largest_force_ev_per_a": 3.94,
  "orbital_gap_ev": 7.034,
  "molar_mass_g_mol": 544.3,
  "homo_ev": -10.4975
}



{
  "formula": "C15H18B2F5FeN4O4S4Sb",
  "method": "ωB97M-V with the def2-TZVPD basis set",
  "elements": ["Fe", "C", "C", "N", "O", "B", "F", "F", "O", "N", "C", "C", "C", "N", "O", "B", "F", "F", "O", "N", "C", "C", "C", "H", "H", "H", "H", "H", "H", "H", "H", "H", "H", "H", "H", "S", "Sb", "S", "S", "S", "F", "C", "C", "C", "C", "C", "C", "C", "H", "H", "H", "H", "H", "H"],
  "positions_angstrom": [[0.94499, 0.36845, -0.46770], [-3.46336, -0.00561, -0.96763], [-2.03899, -0.12554, -0.54519], [-1.15869, 0.78932, -0.67175], [-1.60442, 1.97658, -1.21229], [-2.08699, 2.97374, -0.21796], [-2.90427, 3.86505, -0.85491], [-2.70331, 2.31850, 0.85803], [-0.93909, 3.81010, 0.36320], [0.06712, 2.97568, 0.73393], [0.14895, 2.55946, 1.96168], [-0.71831, 3.20215, 2.99204], [0.96744, 1.42366, 2.41708], [1.10139, 0.41913, 1.62146], [1.61976, -0.65923, 2.22925], [1.54111, -2.03597, 1.57590], [1.88402, -2.91977, 2.56540], [2.33946, -2.13575, 0.45368], [0.13142, -2.31546, 1.18171], [-0.30787, -1.36148, 0.34570], [-1.56306, -1.34915, 0.12945], [-2.51362, -2.38587, 0.62793], [1.36164, 1.31977, 3.85550], [-3.72917, 1.02717, -1.15932], [-4.12438, -0.42016, -0.20789], [-3.60520, -0.58526, -1.88501], [-1.48321, 3.81421, 2.53399], [-0.07251, 3.82302, 3.61815], [-1.17433, 2.44151, 3.62373], [-1.95805, -3.24683, 0.98639], [-3.19048, -2.69254, -0.17075], [-3.12025, -1.99402, 1.44806], [1.36679, 2.29229, 4.33757], [2.36126, 0.89622, 3.90537], [0.68679, 0.63917, 4.38093], [4.63240, 3.78820, -1.56874], [3.62863, 2.61390, 0.04056], [3.29601, 0.34243, -0.46524], [1.07353, 2.58872, -0.61260], [3.57651, 3.30105, 2.18099], [0.72747, -5.42737, -3.18553], [0.77752, -4.08164, -3.02042], [2.00090, -3.47199, -2.84083], [2.04054, -2.09686, -2.67683], [0.87485, -1.32675, -2.68244], [0.91354, 0.13962, -2.44975], [-0.33824, -1.98975, -2.88637], [-0.40098, -3.36425, -3.05327], [2.90149, -4.07024, -2.81843], [2.99176, -1.60567, -2.51431], [0.02547, 0.63564, -2.84135], [1.80766, 0.60792, -2.85251], [-1.25229, -1.40628, -2.92525], [-1.33934, -3.87925, -3.21343]],
  "forces_ev_per_a": [[-0.4950, 0.3661, 0.1363], [-0.0221, 0.0296, -0.0070], [-0.0649, -0.0787, -0.0278], [0.1900, 0.0623, -0.0310], [-0.0057, -0.0155, 0.0374], [0.0152, 0.0337, -0.0003], [-0.0208, -0.0038, 0.0047], [-0.0087, -0.0170, 0.0043], [-0.0468, 0.0459, -0.0480], [0.0418, -0.0596, 0.1393], [-0.0277, 0.0173, -0.1327], [-0.0091, 0.0143, -0.0001], [0.0077, 0.0267, -0.0028], [0.0590, -0.0572, 0.1174], [-0.0051, 0.0785, -0.0479], [0.0091, 0.0069, -0.0763], [-0.0294, 0.0257, 0.0534], [0.0594, -0.0229, 0.0098], [-0.0593, -0.0116, -0.0351], [0.5060, -0.1551, 0.0190], [-0.0920, 0.0259, -0.0886], [0.0143, -0.0151, 0.0175], [0.0247, 0.0317, -0.0219], [-0.0029, -0.0165, -0.0218], [0.0072, 0.0193, 0.0012], [-0.0131, -0.0194, 0.0182], [0.0041, 0.0085, 0.0067], [-0.0187, 0.0053, 0.0040], [0.0201, -0.0133, 0.0039], [-0.0102, -0.0015, -0.0067], [-0.0030, 0.0091, -0.0018], [0.0054, -0.0041, 0.0032], [-0.0006, 0.0013, -0.0002], [0.0072, -0.0007, 0.0003], [0.0045, -0.0026, -0.0012], [-0.0229, -0.0143, 0.0142], [0.0424, -0.0263, 0.0148], [-0.1020, -0.0446, -0.0109], [0.2454, -0.0704, -0.0025], [-0.0513, -0.0193, 0.0406], [0.0001, -0.0017, 0.0071], [-0.0189, 0.0130, -0.0152], [-0.0012, -0.0074, 0.0027], [0.0130, 0.0051, 0.0801], [0.0104, 0.0086, -0.1345], [-0.2188, -0.1795, 0.0305], [-0.0182, 0.0455, -0.0209], [-0.0010, -0.0200, 0.0025], [0.0034, 0.0012, 0.0027], [0.0031, -0.0097, -0.0052], [0.0373, 0.0349, -0.0224], [0.0369, -0.0189, 0.0047], [-0.0014, -0.0129, -0.0111], [0.0030, 0.0032, -0.0028]],
  "lowdin_charge": [0.164, 0.020, -0.236, 0.001, -0.002, -1.103, 0.184, 0.145, 0.020, -0.347, -0.200, 0.027, -0.311, -0.015, 0.040, -1.109, 0.174, 0.101, 0.078, 0.057, -0.241, 0.004, -0.046, 0.085, 0.089, 0.100, 0.090, 0.106, 0.107, 0.084, 0.086, 0.096, 0.069, 0.085, 0.102, -0.193, 0.057, 0.229, 0.803, -0.087, 0.035, -0.286, -0.001, -0.044, -0.290, -0.205, -0.053, -0.015, 0.119, 0.089, 0.066, 0.053, 0.106, 0.112],
  "charge": -1,
  "largest_force_ev_per_a": 0.63,
  "orbital_gap_ev": [6.967, 6.961],
  "multiplicity": 2,
  "e_above_lowest_kcal_mol": 2.4,
  "molar_mass_g_mol": 740.8,
  "homo_ev": [-5.6643, -5.6666]
}



{
  "formula": "C15H18BFN5O2S",
  "method": "ωB97M-V with the def2-TZVPD basis set",
  "elements": ["C", "N", "C", "C", "O", "C", "C", "C", "C", "F", "C", "C", "N", "C", "S", "C", "B", "N", "O", "C", "C", "C", "N", "C", "N", "H", "H", "H", "H", "H", "H", "H", "H", "H", "H", "H", "H", "H", "H", "H", "H", "H", "H"],
  "positions_angstrom": [[4.53259, 1.31643, 0.51686], [3.90974, 0.26347, 1.32989], [4.54346, -1.01457, 0.95679], [2.49368, 0.22350, 1.13476], [1.76198, 0.81110, 1.88168], [1.91560, -0.62591, -0.01560], [0.56847, -0.13048, -0.47101], [-0.62993, -0.59224, 0.13794], [-0.64598, -1.49119, 1.24270], [0.47733, -1.93254, 1.80633], [-1.81018, -1.92910, 1.78516], [-3.05654, -1.51388, 1.27726], [-4.25102, -2.03104, 1.84476], [-4.77470, -1.36909, 2.74062], [-5.60286, -0.49777, 3.71456], [-3.12148, -0.61943, 0.21973], [-4.56528, -0.18761, -0.31491], [-5.49614, -1.19416, -0.83291], [-4.96489, 1.13405, -0.28417], [-1.90885, -0.16708, -0.33347], [-1.91336, 0.74772, -1.42461], [-0.74582, 1.18006, -1.93811], [0.47139, 0.75449, -1.46570], [1.65405, 1.36856, -2.13489], [2.18860, 2.47291, -1.35112], [4.29967, 1.22926, -0.55123], [5.61558, 1.20345, 0.59385], [4.30374, 2.31145, 0.89349], [4.60695, -1.10125, -0.14230], [5.57482, -1.01057, 1.30273], [4.00235, -1.87986, 1.33418], [2.64878, -0.60767, -0.82446], [1.84632, -1.66848, 0.27498], [-1.81234, -2.61140, 2.62656], [-5.41531, -1.27801, -1.84477], [-5.22783, -2.10325, -0.46236], [-5.26103, 1.41691, -1.15787], [-2.83061, 1.11762, -1.85615], [-0.74312, 1.89048, -2.75118], [2.39951, 0.61259, -2.36614], [1.29945, 1.78423, -3.07363], [1.93335, 2.38983, -0.37114], [1.72984, 3.32845, -1.64709]],
  "forces_ev_per_a": [[0.5427, 0.2557, 0.2775], [-0.3197, -0.9226, -0.8189], [0.0317, 0.2953, -0.6420], [0.3945, -0.0298, 1.0366], [-0.3525, 0.3882, -0.4307], [0.4804, 0.3718, -0.6586], [-0.2778, -0.3106, 0.3476], [0.2346, -0.1153, 0.1456], [-0.4315, 0.0541, 0.0485], [0.1198, 0.0253, -0.0086], [-0.4757, -0.3832, 0.3067], [0.5680, 0.0856, -0.6375], [0.6314, 0.7688, 0.7725], [-0.7847, -0.0960, -0.6115], [0.3021, -0.2846, 0.0976], [-0.6154, -0.1482, 0.7225], [-0.9029, -0.1194, -0.1279], [1.2979, 0.0145, 0.1355], [1.4379, -0.1721, -0.7141], [-0.1234, 0.2232, -0.1649], [0.4059, -0.0942, 0.1505], [-0.5097, 0.1247, -0.0091], [0.0562, -0.2768, -0.4555], [0.1229, 0.7947, 0.4124], [-0.5625, -0.0324, -0.2061], [-0.1424, 0.0826, 0.0456], [-0.0686, -0.0384, 0.1365], [-0.2721, -0.0525, -0.0931], [-0.0002, -0.1639, 0.0883], [-0.1133, -0.0875, 0.2706], [0.0923, 0.0836, 0.2647], [-0.2023, 0.0475, -0.1043], [0.0269, 0.0659, 0.1123], [0.2402, 0.0289, -0.0306], [-0.5897, 0.0912, -0.0140], [-0.1475, -0.1009, -0.2245], [-0.8080, 0.1492, 0.3230], [-0.0347, -0.0194, 0.1044], [0.2632, -0.0303, 0.0069], [-0.0608, -0.0961, 0.2253], [0.0291, -0.2802, -0.1052], [0.3305, -0.1622, 0.0769], [0.1871, 0.0657, -0.0508]],
  "lowdin_charge": [-0.072, -0.145, -0.072, -0.429, 0.150, -0.018, -0.064, 0.012, -0.180, 0.105, 0.101, -0.195, 0.104, -0.732, 0.869, 0.017, -0.557, 0.172, 0.150, -0.071, 0.052, -0.005, 0.020, -0.165, 0.069, 0.072, 0.096, 0.097, 0.088, 0.099, 0.096, 0.108, 0.131, 0.148, 0.088, 0.066, 0.112, 0.126, 0.140, 0.121, 0.127, 0.076, 0.090],
  "charge": 1,
  "largest_force_ev_per_a": 1.61,
  "orbital_gap_ev": 7.986,
  "molar_mass_g_mol": 362.2,
  "homo_ev": -12.1956
}